ORCA calculation (the ωB97M-V functional and the def2-TZVPD basis) on C21H12AlN3O4S4 as an isolated structure.

Output
LUMO (eV): -1.54
Kohn-Sham gap (Ha): 0.2707
Multiplicity: 1
Strongest force on any atom (hartree/bohr): 0.0063
HOMO energy (eV): -8.9

Each line ends with the Mulliken charge.
Cartesian coordinates (Å):
Al -0.1742 0.3648 0.0538  0.56
S 4.0081 4.3233 0.4888  -0.11
C 5.4967 5.1378 0.6432  -0.41
C 6.5416 4.2704 0.7380  -0.53
C 6.1273 2.9185 0.6570  -0.49
C 4.7749 2.7806 0.5040  0.33
C 4.0063 1.5406 0.3663  1.03
C 2.5985 1.5757 0.3563  -1.04
N 1.8571 0.4993 0.2258  0.22
C 2.4588 -0.6958 0.0772  -0.42
C 3.8399 -0.8528 0.0799  0.60
C 4.3735 -2.1802 -0.0706  -1.07
C 3.5609 -3.2528 -0.1991  -0.97
C 2.1293 -3.1061 -0.2034  0.73
C 1.2104 -4.1646 -0.2841  -0.74
C -0.1482 -3.9204 -0.2601  0.58
C -0.5776 -2.5820 -0.1665  -0.59
N 0.2727 -1.5782 -0.0890  0.12
C 1.6013 -1.8252 -0.0868  0.31
C -1.1298 -5.0050 -0.3271  0.05
C -1.0132 -6.1942 -0.9930  -0.52
C -2.1446 -7.0294 -0.8253  -0.55
C -3.0937 -6.4575 -0.0323  -0.43
S -2.6458 -4.8951 0.4798  -0.04
C 4.6127 0.3078 0.2257  -0.70
H 5.5212 6.2147 0.6688  0.42
H 7.5684 4.5828 0.8539  0.39
H 6.8139 2.0860 0.7089  0.34
H 2.0627 2.5133 0.4496  0.49
H 5.4486 -2.3057 -0.0769  0.45
H 3.9783 -4.2462 -0.3015  0.45
H 1.5754 -5.1838 -0.3325  0.54
H -1.6275 -2.3157 -0.1453  0.66
H -0.1571 -6.4573 -1.5990  0.43
H -2.2454 -8.0095 -1.2667  0.39
H -4.0419 -6.8712 0.2701  0.42
H 5.6920 0.2265 0.2110  0.41
O -2.0274 -1.0617 2.4049  -0.62
S -1.8866 0.2419 1.8192  1.20
O -2.7117 1.2983 2.3025  -0.64
O -1.9693 0.1182 0.2589  -0.49
O -0.3803 0.6577 1.8207  -0.36
S -0.2254 1.4264 -1.9849  -0.38
C 1.3404 1.1235 -2.5405  0.51
N 2.4117 0.9156 -2.9194  -0.53


ORCA calculation (the ωB97M-V functional and the def2-TZVPD basis) on C7H27LiN10O9 as an isolated structure at a distorted geometry.

Output
LUMO (eV): -2.24
Kohn-Sham gap (Ha): 0.1939
Multiplicity: 1
Strongest force on any atom (hartree/bohr): 0.1773
HOMO energy (eV): -7.5

Each line ends with the Mulliken charge.
Cartesian coordinates (Å):
Li -2.7981 2.1813 -0.1256  0.91
C 2.2764 0.9139 1.2923  -0.70
C 0.9799 1.2271 0.5393  0.64
O 0.1561 0.2974 0.3982  -0.78
O 0.6960 2.3807 0.2252  -0.77
H 2.6803 -0.0227 0.9079  0.25
H 1.9579 0.9139 2.3348  0.19
H 2.9701 1.7309 1.0938  0.26
C 0.3384 1.6060 -5.8347  0.64
O 0.9180 0.5442 -5.6963  -0.65
N 0.1542 2.4855 -4.8830  -0.38
N -0.0801 2.0814 -6.9594  -0.39
H 0.5024 2.2200 -3.9728  0.22
H -0.2123 3.4228 -4.9681  0.16
H -0.5602 2.9647 -7.0561  0.16
H -0.1191 1.4687 -7.7614  0.23
C -2.6367 -1.5566 6.0050  0.66
O -1.7049 -1.7288 6.7906  -0.69
N -2.4382 -1.4194 4.7858  -0.31
N -3.8892 -1.7109 6.3367  -0.43
H -1.5286 -1.4275 4.3469  0.20
H -3.1726 -1.1741 4.1373  0.14
H -3.9266 -1.7786 7.3438  0.24
H -4.6683 -1.3615 5.7973  0.20
C -1.2270 -4.5003 -3.4293  0.62
O -0.4631 -5.0415 -4.2470  -0.67
N -1.4366 -3.1976 -3.2686  -0.42
N -1.8504 -5.2553 -2.5662  -0.38
H -1.7126 -2.7407 -2.4111  0.22
H -0.8002 -2.7026 -3.8769  0.23
H -2.5719 -4.7918 -2.0325  0.17
H -1.8167 -6.2631 -2.6219  0.23
C 4.8836 -3.0911 -2.3573  0.66
O 3.9709 -3.7817 -1.9585  -0.66
N 6.1428 -3.4396 -2.3559  -0.39
N 4.7372 -1.9479 -2.9138  -0.32
H 6.8886 -2.8658 -2.7229  0.15
H 6.5045 -4.1833 -1.7760  0.22
H 3.8889 -1.4677 -3.1785  0.21
H 5.5484 -1.4766 -3.2879  0.13
C -3.3593 4.0705 4.6334  0.68
O -3.5265 3.3930 3.5887  -0.69
N -2.1839 4.5802 5.0330  -0.42
N -4.2497 4.3419 5.5383  -0.39
H -1.4948 4.3931 4.3186  0.23
H -2.0201 5.0044 5.9349  0.19
H -5.1575 3.9133 5.4274  0.22
H -4.0514 5.0527 6.2278  0.18
O 0.9093 -4.0874 1.3417  -0.64
H 0.4827 -3.2818 1.0497  0.31
H 1.5612 -4.2724 0.6657  0.33
O 2.5411 6.4623 -1.1563  -0.63
H 2.1163 7.0775 -1.7541  0.31
H 1.8518 5.8409 -0.9217  0.31


ORCA calculation (the ωB97M-V functional and the def2-TZVPD basis) on C28H84N7O11PPt as an isolated structure at a distorted geometry.

Output
ΔE to the lowest compared entry with this formula, charge and spin (kcal per mole): 56.2
Expectation value of S²: 2.054
LUMO (spin up / spin down) (eV): -12.52 / -13.47
Kohn-Sham gap (spin up / spin down) (Ha): 0.2814 / 0.2173
Charge: +6
Multiplicity: 3
Strongest force on any atom (hartree/bohr): 0.0746
HOMO energy (spin up / spin down) (eV): -20.2 / -19.4

Each line ends with the Löwdin spin population.
Cartesian coordinates (Å):
Pt 21.8456 -10.4974 10.2097  0.59
P 22.5012 -13.5871 10.8169  0.00
O 21.1189 -13.2418 10.2206  0.44
O 22.5684 -12.5806 12.0214  0.44
O 23.3775 -12.7913 9.8496  0.41
O 22.9140 -15.0595 11.0030  0.13
C 26.2172 -13.8920 14.8373  0.00
C 26.6654 -12.4573 14.6267  0.00
C 28.0892 -12.2381 15.1579  0.00
O 28.4263 -10.9091 14.8253  0.00
C 29.6814 -10.4722 15.2290  0.00
N 26.5832 -11.8966 13.1896  0.00
H 26.8980 -12.5813 12.5171  0.00
H 25.6302 -11.6961 12.9218  0.00
H 27.0050 -11.0004 12.9923  0.00
H 26.8084 -14.6244 14.2877  0.00
H 25.1666 -14.0449 14.5903  0.00
H 26.2258 -14.2307 15.8733  0.00
H 26.0472 -11.7236 15.1441  0.00
H 28.7006 -12.8871 14.5310  0.00
H 28.1796 -12.5193 16.2071  0.00
H 30.2706 -11.2257 15.7519  0.00
H 29.5345 -9.5709 15.8240  0.00
H 30.3854 -10.1567 14.4590  0.00
C 26.8810 -9.2158 5.6880  0.00
C 27.1128 -10.7111 5.8347  0.00
C 28.4550 -11.3115 5.3478  0.00
O 28.4438 -12.7879 5.4459  0.00
C 29.5167 -13.4528 4.7575  0.00
N 26.9346 -11.1301 7.2399  0.00
H 27.1634 -12.0564 7.5711  0.00
H 27.2876 -10.4141 7.8587  0.00
H 25.9404 -11.0776 7.4099  0.00
H 27.7125 -8.6413 6.0963  0.00
H 26.0196 -8.7799 6.1940  0.00
H 26.7375 -8.9856 4.6324  0.00
H 26.2412 -11.1830 5.3810  0.00
H 29.2601 -10.9403 5.9820  0.00
H 28.6920 -10.8278 4.4002  0.00
H 29.6099 -13.2871 3.6842  0.00
H 29.7959 -14.4500 5.0976  0.00
H 30.4094 -12.9280 5.0980  0.00
C 20.9522 -17.6470 6.2768  0.00
C 22.1021 -16.6035 6.0011  0.00
C 22.7771 -16.8417 4.6408  0.00
O 23.9938 -16.0043 4.7858  0.00
C 24.9084 -16.0482 3.6606  0.00
N 21.4710 -15.1976 6.0603  0.00
H 22.2870 -14.6060 6.1261  0.00
H 20.8548 -14.9182 5.3104  0.00
H 20.9593 -14.9446 6.8936  0.00
H 20.0873 -17.4015 5.6605  0.00
H 20.6889 -17.4628 7.3183  0.00
H 21.1472 -18.7057 6.1059  0.00
H 22.8907 -16.6177 6.7535  0.00
H 22.2753 -16.4302 3.7650  0.00
H 23.0737 -17.8898 4.6007  0.00
H 25.4997 -16.9629 3.6186  0.00
H 25.5088 -15.1394 3.7014  0.00
H 24.4917 -16.1336 2.6571  0.00
C 20.2489 -19.1432 15.2521  0.00
C 21.6524 -18.7767 14.8722  0.00
C 22.7590 -19.5707 15.3723  0.00
O 24.0701 -18.9747 14.9350  0.00
C 25.2550 -19.0824 15.8165  0.00
N 21.7157 -18.6038 13.2805  0.00
H 21.8479 -19.4890 12.8126  0.00
H 20.8579 -18.3091 12.8360  0.00
H 22.3816 -17.8920 13.0160  0.00
H 19.5701 -18.4023 14.8298  0.00
H 20.0702 -19.1531 16.3273  0.00
H 19.9535 -20.1002 14.8220  0.00
H 21.8484 -17.7833 15.2759  0.00
H 22.7485 -20.6533 15.2461  0.00
H 22.6981 -19.4194 16.4500  0.00
H 25.9013 -18.2378 15.5774  0.00
H 25.7817 -19.9841 15.5041  0.00
H 24.9802 -19.1084 16.8709  0.00
C 27.1492 -18.0424 8.0356  0.00
C 26.7590 -18.8216 9.3334  0.00
C 27.8717 -19.9043 9.3632  0.00
O 27.6769 -20.8520 10.3828  0.00
C 28.8433 -21.6888 10.3548  0.00
N 26.7855 -17.9950 10.6207  0.00
H 26.0084 -17.3618 10.7442  0.00
H 26.9682 -18.5540 11.4418  0.00
H 27.5181 -17.3023 10.5602  0.00
H 26.5594 -17.1261 8.0114  0.00
H 26.9563 -18.5391 7.0847  0.00
H 28.2077 -17.7823 8.0309  0.00
H 25.8509 -19.4217 9.3926  0.00
H 28.8939 -19.5359 9.2762  0.00
H 27.8751 -20.4546 8.4223  0.00
H 29.5661 -21.4448 9.5762  0.00
H 28.5472 -22.7338 10.2634  0.00
H 29.3035 -21.7425 11.3414  0.00
C 18.7770 -13.3816 15.1639  0.00
C 18.7700 -11.9613 15.6770  0.00
C 17.9556 -11.7023 16.9747  0.00
O 18.3198 -10.4316 17.5440  0.00
C 17.2707 -9.7015 18.1754  0.00
N 20.1796 -11.5298 15.8242  0.00
H 20.6734 -12.2360 16.3510  0.00
H 20.6376 -11.6649 14.9342  0.00
H 20.2558 -10.6274 16.2712  0.00
H 19.1808 -13.4037 14.1518  0.00
H 17.7950 -13.8258 15.0008  0.00
H 19.3390 -13.9364 15.9153  0.00
H 18.4176 -11.2528 14.9274  0.00
H 18.0805 -12.5294 17.6735  0.00
H 16.9164 -11.7331 16.6473  0.00
H 17.1935 -8.6563 17.8762  0.00
H 17.2663 -9.8046 19.2605  0.00
H 16.2932 -10.1501 17.9985  0.00
C 14.8428 -11.1922 9.5438  0.00
C 15.0671 -12.1263 10.7552  0.00
C 13.7906 -12.7278 11.4738  0.00
O 14.0886 -13.7470 12.3751  0.00
C 12.8958 -14.2942 12.8959  0.00
N 16.0489 -13.1519 10.2712  0.00
H 17.0139 -12.8933 10.4195  0.00
H 15.8267 -14.0070 10.7606  0.00
H 15.9009 -13.4612 9.3212  0.00
H 15.7894 -10.9813 9.0463  0.00
H 14.3463 -10.2432 9.7460  0.00
H 14.2018 -11.7777 8.8846  0.00
H 15.7910 -11.6394 11.4086  0.00
H 13.0892 -13.0267 10.6948  0.00
H 13.4557 -11.8916 12.0875  0.00
H 12.4338 -13.7137 13.6945  0.00
H 13.0194 -15.3078 13.2774  0.00
H 12.2287 -14.3331 12.0348  0.00


ORCA calculation (the ωB97M-V functional and the def2-TZVPD basis) on one molecule with the formula C22H31N3O2.

Output
ΔE to the lowest compared entry with this formula, charge and spin (kcal per mole): 39.8
LUMO (eV): 0.81
SMILES: Cc1cc(C(=O)N2CCN(C(=O)C3=CCC3)[C@H]3CCCC[C@@H]3C2)c(C)n1C
Kohn-Sham gap (Ha): 0.3151
Multiplicity: 1
Strongest force on any atom (hartree/bohr): 0.0041
HOMO energy (eV): -7.8

Each line ends with the Mulliken charge.
Cartesian coordinates (Å):
C 5.1889 0.9683 -0.2464  -1.69
C 3.7732 0.7752 -0.6724  0.35
C 2.7184 1.6438 -0.6333  -0.91
C 1.5860 0.9717 -1.1808  1.60
C 0.2112 1.4697 -1.4251  0.38
O -0.3063 1.3638 -2.5309  -0.64
N -0.4840 1.9942 -0.3657  0.33
C -1.8665 2.3716 -0.5768  -1.00
C -2.8873 1.2920 -0.0920  -1.05
N -2.2552 0.1070 0.4515  0.33
C -1.8908 -0.9497 -0.3302  1.13
O -1.1171 -1.8202 0.0542  -0.68
C -2.5051 -1.1279 -1.6702  -0.08
C -2.7432 -0.4143 -2.7766  -0.44
C -3.1393 -1.6174 -3.6009  -0.64
C -2.8181 -2.4569 -2.3263  -0.84
C -1.6742 0.2553 1.8002  -0.90
C -1.9502 -0.9453 2.7049  -1.15
C -1.4025 -0.6920 4.1057  -0.78
C 0.0954 -0.4084 4.0438  -0.69
C 0.3702 0.8064 3.1652  -1.23
C -0.1952 0.6515 1.7522  2.14
C -0.0057 1.9752 1.0104  -2.12
C 1.9958 -0.2858 -1.5532  -0.21
C 1.2376 -1.3969 -2.1922  -1.58
N 3.3193 -0.4049 -1.2160  0.17
C 4.1233 -1.5791 -1.4691  -1.15
H 5.3165 1.9866 0.1159  0.39
H 5.4731 0.2907 0.5627  0.36
H 5.8907 0.8165 -1.0698  0.35
H 2.7646 2.6628 -0.2834  0.62
H -2.0540 3.3153 -0.0607  0.43
H -1.9865 2.5392 -1.6437  0.43
H -3.5210 1.7104 0.6903  0.43
H -3.5394 1.0007 -0.9118  0.61
H -2.6006 0.6265 -3.0301  0.35
H -4.1815 -1.6440 -3.9216  0.33
H -2.4976 -1.8261 -4.4579  0.26
H -1.9564 -3.1165 -2.4243  0.21
H -3.6555 -3.0140 -1.9039  0.32
H -2.2119 1.1056 2.2396  0.65
H -3.0285 -1.1232 2.7310  0.37
H -1.4800 -1.8317 2.2858  0.31
H -1.9131 0.1655 4.5602  0.34
H -1.6041 -1.5541 4.7442  0.41
H 0.4980 -0.2437 5.0458  0.40
H 0.6094 -1.2820 3.6302  0.37
H -0.0843 1.6905 3.6324  0.38
H 1.4436 1.0039 3.1018  0.40
H 0.3527 -0.1341 1.2251  -0.08
H 1.0450 2.2464 1.0405  0.06
H -0.5539 2.7590 1.5443  0.63
H 0.2649 -1.0283 -2.5094  0.04
H 1.7603 -1.7739 -3.0747  0.54
H 1.0696 -2.2275 -1.5035  0.36
H 3.5388 -2.4769 -1.2780  0.39
H 4.4782 -1.6057 -2.5018  0.30
H 4.9840 -1.5846 -0.8050  0.41